Entry a
# C3H13N2O

A cluster of 2 separate species, C3H13N2O in total (ωB97M-V/def2-TZVPD, the Open Molecules 2025 dataset).

Last columns: bonded neighbours and bond lengths (Å).
CARTESIAN COORDINATES (ANGSTROEM)
1 N -1.115 0.345 0.921  C2 1.620, H6 1.014, H7 1.055, H8 1.024
2 C -0.426 0.779 -0.480  N1 1.620, C3 1.483, C4 1.553, H9 1.097
3 C -0.783 -0.233 -1.503  C2 1.483, H10 1.093, H11 1.093, H12 1.100
4 C 1.078 0.800 -0.092  C2 1.553, N5 1.451, H13 1.102, H14 1.103
5 N 1.835 0.618 -1.316  C4 1.451, H15 1.017, H16 1.015
6 H -1.260 1.123 1.556  N1 1.014
7 H -0.594 -0.535 1.183  N1 1.055
8 H -2.079 0.028 0.787  N1 1.024
9 H -0.760 1.818 -0.599  C2 1.097
10 H -0.260 -1.189 -1.584  C3 1.093
11 H -0.666 0.158 -2.517  C3 1.093
12 H -1.827 -0.550 -1.364  C3 1.100
13 H 1.358 1.625 0.583  C4 1.102
14 H 1.222 -0.074 0.564  C4 1.103
15 H 1.890 1.513 -1.797  N5 1.017
16 H 2.776 0.324 -1.077  N5 1.015
17 H -0.895 -2.376 2.221  O19 0.953
18 H 0.638 -2.364 2.355  O19 0.969
19 O -0.131 -1.810 2.157  H17 0.953, H18 0.969

Values from the calculation:
Net charge: +1
HOMO-LUMO gap, eV: 10.2778
E_LUMO, hartree: -0.1171
HOMO level, Ha: -0.4948

natural (NBO) population analysis, charges in e, atoms 1 to 4: -0.740 -0.005 -0.671 -0.240



Entry b
# C3H13N2O

A cluster of 2 separate species, C3H13N2O in total (ωB97M-V/def2-TZVPD, the Open Molecules 2025 dataset).

Last columns: bonded neighbours and bond lengths (Å).
CARTESIAN COORDINATES (ANGSTROEM)
1 N 0.664 -0.271 -1.011  C2 1.547, H6 1.025, H7 1.014, H8 1.032
2 C 0.370 0.523 0.284  N1 1.547, C3 1.507, C4 1.538, H9 1.085
3 C -1.107 0.474 0.581  C2 1.507, H10 1.088, H11 1.090, H12 1.095
4 C 1.088 -0.287 1.377  C2 1.538, N5 1.465, H13 1.103, H14 1.097
5 N 0.839 0.326 2.684  C4 1.465, H15 1.022, H16 1.017
6 H 1.345 -0.002 -1.728  N1 1.025
7 H 0.733 -1.251 -0.759  N1 1.014
8 H -0.222 -0.335 -1.536  N1 1.032
9 H 0.795 1.515 0.173  C2 1.085
10 H -1.446 -0.529 0.829  C3 1.088
11 H -1.233 1.149 1.428  C3 1.090
12 H -1.849 0.876 -0.118  C3 1.095
13 H 2.168 -0.336 1.160  C4 1.103
14 H 0.846 -1.356 1.334  C4 1.097
15 H 1.707 0.796 2.948  N5 1.022
16 H 0.823 -0.362 3.432  N5 1.017
17 H -1.658 -0.993 -4.009  O19 0.951
18 H -2.274 0.341 -3.687  O19 0.972
19 O -1.591 -0.280 -3.382  H17 0.951, H18 0.972

Values from the calculation:
Net charge: +1
HOMO-LUMO gap, eV: 10.5203
E_LUMO, hartree: -0.1172
HOMO level, Ha: -0.5038

natural (NBO) population analysis, charges in e, atoms 1 to 4: -0.706 -0.036 -0.671 -0.245



Most stable structure - entry b; separation to the second - 0.0022 hartree.